No. 1
{"formula": "C4H20O8", "method": "ωB97M-V with the def2-TZVPD basis set", "species": ["O", "H", "H", "O", "H", "H", "O", "H", "H", "O", "H", "H", "C", "C", "O", "O", "H", "H", "H", "H", "H", "H", "C", "C", "O", "O", "H", "H", "H", "H", "H", "H"], "positions_angstrom": [[6.00833, -1.95490, -0.92843], [6.61431, -1.58684, -0.28535], [6.51218, -2.63943, -1.36864], [2.71344, -2.09565, 2.08928], [2.29110, -1.31009, 1.74181], [3.23725, -2.42875, 1.36064], [6.44065, -3.68016, 4.82775], [6.90446, -2.86278, 4.64611], [5.52146, -3.42331, 4.90105], [-1.66725, -1.11061, 5.87004], [-1.59531, -0.31013, 5.35014], [-1.94825, -0.81084, 6.73457], [-0.43651, 4.62236, -2.67128], [-1.71983, 5.38266, -2.47510], [-2.79950, 4.45338, -2.30279], [-0.16473, 3.93181, -1.43648], [0.27798, 5.39851, -2.94552], [-0.33759, 3.89200, -3.47432], [-1.80891, 5.83605, -3.46232], [-1.66434, 6.10190, -1.65796], [-3.46255, 4.51074, -2.99465], [-0.89519, 3.32152, -1.31170], [-2.68888, -2.30684, -0.08229], [-2.57502, -2.70624, -1.59835], [-3.27169, -2.08090, -2.64584], [-2.44586, -0.89435, 0.15282], [-2.19842, -2.95632, 0.64277], [-3.72887, -2.49784, 0.18236], [-2.82468, -3.75583, -1.75371], [-1.48962, -2.76799, -1.67711], [-3.77933, -2.83287, -2.95960], [-3.01884, -0.43828, -0.46790]], "forces_ev_per_a": [[-0.2538, 0.0560, -0.0129], [0.1294, 0.1281, 0.1806], [0.0919, -0.1928, -0.1407], [0.0060, -0.1012, 0.2607], [-0.1440, 0.2084, -0.0654], [0.1811, -0.1055, -0.2153], [0.1391, -0.2121, 0.0204], [0.1314, 0.1852, -0.0369], [-0.2893, 0.0328, -0.0002], [0.0290, -0.2139, -0.0406], [0.0352, 0.1754, -0.1964], [-0.0693, 0.0331, 0.2324], [0.1675, -0.2302, 1.6074], [-0.4949, -1.1890, -2.3139], [0.0273, 0.0018, 0.7073], [0.9361, 0.5180, -0.4397], [0.7334, -0.1420, 0.7870], [-0.8928, 0.0898, -0.3385], [-0.5552, 0.8801, 0.1259], [0.0184, -0.1391, -0.0738], [0.2331, 0.2633, -0.0304], [-0.1699, -0.0612, -0.0253], [-2.8319, 1.0568, -1.0887], [2.1563, -2.0058, 1.7761], [-0.1320, 0.6411, 0.5563], [0.5057, -1.3496, -0.1061], [0.9801, 0.3028, -0.5782], [-0.4894, 0.1626, 0.1557], [-0.0391, -0.4213, 1.0537], [0.3221, 0.7921, -1.1636], [-0.3904, 0.6725, -0.5273], [-0.0708, 0.1637, -0.0697]], "homo_ha": -0.363, "relative_energy_kj_mol": 307.2, "homo_lumo_gap_ev": 10.4, "smiles": "OCCO.OCCO.O.O.O.O"}


No. 2
{"formula": "C4H21AgBBeBr2O7", "method": "ωB97M-V with the def2-TZVPD basis set", "species": ["Ag", "Be", "C", "C", "O", "O", "H", "H", "H", "B", "H", "H", "H", "H", "Br", "C", "C", "Br", "H", "H", "H", "H", "O", "H", "H", "O", "H", "H", "O", "H", "H", "O", "H", "H", "O", "H", "H"], "positions_angstrom": [[-1.36317, 0.16342, -3.24100], [-2.54241, -1.19849, 0.93610], [0.88236, 1.41490, 0.56420], [0.11475, 0.57498, -0.47782], [-0.18097, 1.20832, -1.57082], [-0.21054, -0.63457, -0.24534], [1.26306, 0.73129, 1.32304], [0.20737, 2.01136, 1.17798], [1.62166, 1.95671, -0.02569], [-2.32786, -1.70298, -1.92376], [-2.36855, -0.67603, -1.59518], [-3.08714, -1.84906, -2.67636], [-1.38284, -1.76722, -2.44052], [-2.34837, -2.44863, -1.14413], [3.99680, -1.67766, 0.24916], [3.30658, -2.53829, -1.32998], [2.04693, -3.40049, -0.93065], [1.41478, -4.68997, -2.20424], [4.08687, -3.24082, -1.62275], [3.12045, -1.74992, -2.05931], [1.26325, -2.82170, -0.44182], [2.28307, -4.09589, -0.12520], [-0.85392, -0.97800, 2.90016], [0.02332, -1.29947, 2.69199], [-0.87456, -0.93891, 3.85634], [-1.41224, 3.73760, -1.75247], [-0.89915, 2.93548, -1.65460], [-2.22179, 3.45429, -2.17743], [2.41878, -0.38922, 3.14069], [3.32062, -0.56405, 2.87173], [2.28946, 0.54113, 2.95641], [-2.61568, 1.51974, 0.42335], [-2.97941, 2.13476, 1.06028], [-2.79670, 1.91993, -0.42712], [-0.74126, 4.95089, 2.11500], [-1.27822, 5.25347, 1.38264], [-1.17530, 4.15310, 2.41729]], "forces_ev_per_a": [[0.3447, 0.1681, 0.3247], [2.8659, 1.4071, -2.3215], [-0.6320, -1.4341, -0.3547], [-0.8075, 1.4015, -0.4159], [0.4486, -1.4971, 1.2566], [-0.5480, 0.1190, 0.5094], [0.6047, -0.0894, -0.5135], [-0.1322, 0.6198, -0.7163], [0.0282, 0.3335, 0.7011], [-1.0467, 0.6106, -0.3416], [-0.6954, 4.5781, 1.8785], [-3.4592, -0.8639, -1.9186], [4.3612, -0.7732, -1.3523], [-0.0754, -3.6216, 3.7856], [-0.2546, -0.1096, 0.0211], [-0.6766, -1.2635, 0.1718], [1.4297, 1.3810, 0.2637], [-0.0682, 0.4503, 0.0252], [-0.0222, 0.3385, -0.3683], [-0.1502, -0.3840, -0.0204], [-0.7070, 0.1732, -0.5947], [0.4390, -0.5082, 0.3317], [-1.2692, -0.0126, -1.1998], [0.6824, -0.0464, -0.4180], [-0.3599, 0.0063, 0.5410], [-0.4985, 0.2708, 0.2950], [0.6457, -0.4649, 0.0608], [-0.2524, 0.2441, -0.3594], [-0.5189, -0.2989, -0.0035], [0.2653, -0.0916, 0.0885], [0.1010, 0.3517, 0.1449], [0.0418, -1.3357, 0.6976], [-0.1680, 0.2654, 0.3350], [0.0580, 0.0904, -0.5133], [0.2061, -0.1675, 0.0753], [-0.0836, 0.2375, -0.3014], [-0.0964, -0.0846, 0.2057]], "homo_ha": [-0.567, -0.566], "homo_lumo_gap_ev": [4.8, 3.2], "spin_multiplicity": 2, "charge": 2}


No. 3
{"formula": "C4H21N2O8", "method": "ωB97M-V with the def2-TZVPD basis set", "species": ["O", "C", "N", "C", "C", "N", "C", "O", "H", "H", "H", "H", "H", "H", "H", "H", "H", "H", "H", "O", "H", "H", "O", "H", "H", "O", "H", "H", "O", "H", "H", "O", "H", "H", "O"], "positions_angstrom": [[0.63783, -0.56665, -2.51365], [0.48255, -0.42473, -1.32069], [-0.78259, -0.48636, -0.76777], [1.64518, -0.25773, -0.33740], [2.64527, 0.68942, -1.03586], [1.37257, 0.20271, 1.01828], [0.47091, 1.46668, 1.17620], [0.28353, 2.22010, 0.11267], [-1.51948, -0.21417, -1.40317], [-0.92316, -0.22026, 0.19350], [2.05350, -1.29073, -0.28228], [3.13018, 0.28088, -1.93804], [2.08906, 1.53361, -1.43346], [3.51571, 0.88573, -0.43595], [2.24678, 0.38359, 1.49114], [-0.49378, 1.03933, 1.55209], [0.99001, 1.95223, 2.03589], [-1.33532, -2.26763, 1.64066], [-0.79512, -0.92335, 2.34091], [-1.51567, -1.56718, 2.31052], [-0.36614, -2.47673, -0.08341], [0.44254, -3.29676, 0.97862], [-0.40698, -3.23571, 0.52521], [0.56814, 2.21860, -2.61123], [0.53219, 3.23289, -1.50703], [0.41296, 3.16030, -2.47796], [1.55503, -1.61482, 1.74941], [2.54958, -2.41483, 2.68164], [1.65484, -2.39362, 2.33744], [-4.00258, 0.13884, 1.76356], [-3.11773, -1.14857, 1.57248], [-3.95889, -0.70632, 1.30555], [-1.42127, 2.17816, -0.75836], [-1.63805, 2.62664, -2.13990], [-2.13295, 2.17252, -1.43997]], "forces_ev_per_a": [[0.4838, 0.1739, -0.3056], [-1.4870, 0.2716, 1.3607], [0.6757, -0.5132, -0.3017], [1.1764, 0.2605, -0.8904], [0.2493, -1.0367, -1.5885], [-1.0538, -0.4602, -0.1021], [0.0217, -0.2917, 0.1917], [0.1748, -0.0335, -0.2882], [-0.1453, -0.0231, 0.0761], [0.0456, 0.2648, -0.0892], [0.1114, 0.4179, -0.0098], [-0.5124, -0.4984, 0.1245], [0.4294, 0.4564, 0.7626], [-0.0249, 0.7045, 0.7824], [0.1618, 0.1226, -0.2887], [0.1227, 0.1654, 0.2590], [-0.3329, 0.0763, 0.0207], [0.6836, 0.4021, 0.4657], [0.0935, -0.4216, -0.2679], [-0.6294, -0.0314, 0.1506], [0.0166, -0.1715, 0.0067], [0.1252, 0.1416, 0.1350], [-0.2299, -0.2037, -0.4394], [-0.0768, -0.0520, -0.1434], [-0.1475, -0.2012, -0.1111], [0.1980, 0.1787, 0.1582], [0.0672, 0.3791, 0.5280], [0.0675, 0.1791, -0.1532], [-0.1905, -0.4300, -0.2009], [0.2986, -0.1890, -0.0166], [-0.5159, 0.7991, 0.2000], [0.0479, -0.4190, -0.1478], [-0.0682, -0.1176, 0.1510], [-0.2292, -0.0450, -0.0466], [0.3930, 0.1452, 0.0181]], "homo_ha": -0.183, "relative_energy_kj_mol": 182.8, "homo_lumo_gap_ev": 7.7, "charge": -1}